Run a
C3H2N4 in the gas phase, computed with wB97M-V/def2-TZVPD.

Positions of all 9 atoms, in Å:
N: 1.9265 0.5109 0.4923
C: 2.7031 0.8233 -0.3560
C: 0.5721 0.3495 0.2243
C: -0.0750 -0.7960 -0.1248
N: -1.3652 -0.3965 -0.1282
N: -1.4855 0.9075 0.1010
N: -0.2930 1.3822 0.2802
H: 0.2702 -1.7946 -0.3296
H: -2.1884 -0.9735 -0.1547

Frontier orbital gap   10.48 eV

---

Run b
C3H2N4 in the gas phase, computed with wB97M-V/def2-TZVPD.

Positions of all 9 atoms, in Å:
N: -1.2031 -1.5723 -0.5782
C: -0.7136 -2.6507 -0.6967
C: -0.5316 -0.4827 -0.0088
C: 0.2552 0.4315 -0.6490
N: 0.7134 1.1791 0.3817
N: 0.2317 0.7628 1.5548
N: -0.5215 -0.2651 1.3259
H: 0.5714 0.5348 -1.6761
H: 1.1982 2.0625 0.3464

Frontier orbital gap   10.55 eV

---

Energies relative to the most stable structure, in kJ/mol: run a 8.4; run b 0.0.

---

Run a
2 unconnected molecules or ions with the total composition H4N2O2Si, computed with wB97M-V/def2-TZVPD.

Positions of all 9 atoms, in Å:
N: -0.3730 -1.0613 0.0524
N: -1.5374 1.6579 -0.1769
O: -2.3913 1.4490 0.7166
O: -1.5750 2.6334 -0.8553
Si: 0.0513 0.5824 -0.2978
H: -0.8885 -1.3943 0.7572
H: 0.3249 -1.6797 -0.2456
H: 0.4680 0.5541 -1.6927
H: 1.0197 1.5082 1.2147

Frontier orbital gap   10.04 eV

---

Run b
A molecular structure, H4N2O2Si, computed with wB97M-V/def2-TZVPD.

Positions of all 9 atoms, in Å:
N: 0.8889 -0.1828 0.0604
N: -0.0812 2.3660 0.5330
O: 1.0747 2.4586 0.8921
O: -0.8535 3.2604 0.5100
Si: -0.7353 0.1694 0.1608
H: 1.3854 -0.1177 0.9819
H: 1.4683 -0.0932 -0.7948
H: -1.4176 -0.5968 1.2312
H: -1.4802 0.0853 -0.9812

Frontier orbital gap   9.10 eV

---

Energies relative to the most stable structure, in kJ/mol: run a 46.4; run b 0.0.

---

Run a
2 unconnected molecules or ions with the total composition C6H7NS, computed with wB97M-V/def2-TZVPD.

Positions of all 15 atoms, in Å:
C: -0.3553 -1.3562 -1.3813
C: -0.7383 -0.0513 -1.5886
S: -2.3442 0.6553 -1.5753
C: 0.2812 0.8233 -2.0413
N: 1.0814 1.6356 -2.0944
H: 0.6336 -1.4820 -1.4500
H: -0.9924 -2.1616 -1.0816
H: -2.0944 1.9940 -1.7041
C: 1.0048 2.1490 1.0433
C: 0.4607 1.0124 1.2166
C: -0.1638 -0.0714 1.3282
H: 1.6141 2.6244 1.8370
H: 0.9573 2.5365 0.0431
H: -1.2180 -0.1814 1.5812
H: 0.0480 -1.0755 1.1483

SMILES   C=C(S)C#N.C=C=C
Frontier orbital gap   9.20 eV

---

Run b
C6H7NS in the gas phase, computed with wB97M-V/def2-TZVPD.

Positions of all 15 atoms, in Å:
C: 2.0456 -0.4976 -1.4695
C: 3.1852 0.2768 -1.1797
C: 0.8558 -0.3918 -0.8223
C: -0.0870 -0.6865 -0.1000
C: -1.1638 -1.0892 0.8016
C: -2.3366 1.1151 0.8769
N: -2.3507 -0.2628 0.4506
S: 3.2154 1.6770 -0.2895
H: 2.1420 -1.3835 -2.0801
H: 4.1815 -0.0863 -1.5362
H: -1.5084 -2.0734 0.4447
H: -1.1395 -1.1137 1.9350
H: -1.5887 1.2549 1.6049
H: -2.1111 1.8078 0.0438
H: -3.3397 1.4533 1.3199

Frontier orbital gap (spin up / spin down)   4.58 / 4.58 eV

---

Energies relative to the most stable structure, in kJ/mol: run a 0.0; run b 296.6.

---

Run a
C6H7NS in the gas phase, computed with wB97M-V/def2-TZVPD.

Positions of all 15 atoms, in Å:
S: 3.4313 -0.4213 0.0095
C: 1.8671 0.0185 -0.0780
C: 1.2912 1.3483 0.0425
C: -0.0653 1.2423 -0.0763
C: -0.4907 -0.1954 -0.0217
C: -1.7105 -0.5360 0.7237
N: -1.6879 -0.5559 -0.7630
C: 0.7785 -0.9687 -0.2067
H: 1.8814 2.2654 -0.0131
H: -0.8091 2.0761 -0.2118
H: -1.7471 -1.5031 1.2260
H: -2.3186 0.3121 1.1228
H: -2.2335 0.2035 -1.0670
H: 1.0510 -1.8332 0.5113
H: 0.7622 -1.4527 -1.1983

SMILES   S=C1C=C[C@]2(CN2)C1
Frontier orbital gap   7.94 eV

---

Run b
2 unconnected molecules or ions with the total composition C6H7NS, computed with wB97M-V/def2-TZVPD.

Positions of all 15 atoms, in Å:
C: -0.5016 -1.1464 -1.1411
C: -1.2992 -2.1515 -0.7064
C: -0.1133 -0.2272 -0.1307
C: -0.7450 -0.3957 1.0466
C: -1.7083 2.2564 -1.3526
C: 0.7866 0.8732 -0.4299
N: -1.7812 2.8819 -0.3733
S: -1.6067 -1.9345 1.0703
H: -0.1724 -1.0302 -2.1458
H: -1.8814 -2.9427 -1.0750
H: -0.8810 0.1105 1.9394
H: 1.5298 1.0272 0.3245
H: 1.2892 0.6000 -1.3571
H: 0.2901 1.7977 -0.5533
H: -1.5563 3.2492 0.5360

Frontier orbital gap   9.38 eV

---

Run c
A molecular structure, C6H7NS, computed with wB97M-V/def2-TZVPD.

Positions of all 15 atoms, in Å:
C: 3.3841 -0.6360 1.1282
C: 1.7700 0.0083 1.1296
C: -0.2150 0.4275 -0.3493
C: 2.2005 -1.4219 0.7708
C: -1.3437 1.4170 -0.4771
C: -2.4162 0.4006 -0.8535
N: 2.8984 0.6220 0.8859
S: -1.1703 -0.9344 -0.7417
H: 4.0583 -0.8468 1.9476
H: 2.0138 -1.5373 -0.2867
H: 1.9057 -2.2954 1.3479
H: -1.5262 1.9564 0.4533
H: -1.1269 2.1539 -1.2545
H: -3.2162 0.2586 -0.1306
H: -2.8222 0.4852 -1.8595

Frontier orbital gap   7.58 eV

---

Run d
C6H7NS in the gas phase, computed with wB97M-V/def2-TZVPD.

Positions of all 15 atoms, in Å:
C: 3.6903 -0.1660 0.0464
C: 2.4716 -0.6584 0.1156
N: 1.1154 -0.1582 -0.3445
C: 0.7922 1.2141 -0.1006
C: -0.5958 1.4346 0.1791
C: -1.1463 0.0130 -0.0228
S: -2.9011 -0.4276 0.0651
C: -0.1250 -0.7906 -0.2541
H: 3.6435 1.0064 -0.1418
H: 4.6312 -0.7493 0.6513
H: 2.3715 -1.7824 0.5958
H: 1.7129 1.6748 -0.0169
H: -1.0828 2.4530 0.3226
H: -3.0989 0.8597 -0.0746
H: -0.0901 -1.7936 0.2518

SMILES   C=Cn1ccc(S)c1
Frontier orbital gap   9.07 eV

---

Energies relative to the most stable structure, in kJ/mol: run a 0.0; run b 21.5; run c 543.8; run d 193.7.

---

Run a
H5NOS2Si in the gas phase, computed with wB97M-V/def2-TZVPD.

Positions of all 10 atoms, in Å:
N: 0.4298 -0.3219 1.3545
O: -1.6802 -1.2816 -0.1869
Si: -0.3581 -0.3041 -0.1984
S: -3.7197 1.1518 -0.0380
S: -1.3949 1.6609 -0.4212
H: 1.3867 -0.0734 1.6703
H: -0.0185 -0.8214 2.0800
H: 0.3643 -0.5177 -1.4856
H: -2.3012 -0.9430 0.4229
H: -1.2462 2.5775 0.5244

Frontier orbital gap   7.48 eV

---

Run b
2 unconnected molecules or ions with the total composition H5NOS2Si, computed with wB97M-V/def2-TZVPD.

Positions of all 10 atoms, in Å:
N: 0.5564 -0.9892 1.3248
O: -1.2148 0.3078 -0.2873
Si: 0.3687 0.2335 0.2029
S: -2.0480 -0.6011 -1.3751
S: 0.9102 2.0933 0.9709
H: -0.0846 -1.5485 1.8285
H: 1.4552 -1.4636 1.5197
H: 0.9428 -0.2758 -1.6848
H: -1.1932 -0.4425 -2.4923
H: 0.3074 2.6861 -0.0072

Frontier orbital gap   9.39 eV

---

Energies relative to the most stable structure, in kJ/mol: run a 0.0; run b 40.6.

---

Run a
C2H3ClF2 in the gas phase, computed with wB97M-V/def2-TZVPD.

Positions of all 8 atoms, in Å:
F: -1.5005 -1.0745 0.0598
C: -0.7415 0.0417 -0.2851
C: 0.6118 0.0843 0.3767
F: 1.2833 1.1655 -0.1283
Cl: 1.5271 -1.3920 -0.1028
H: -0.4994 0.0278 -1.3064
H: -1.2350 1.0078 -0.0676
H: 0.5540 0.1393 1.4539

SMILES   FC[C@H](F)Cl
Frontier orbital gap   12.37 eV

---

Run b
2 unconnected molecules or ions with the total composition C2H3ClF2, computed with wB97M-V/def2-TZVPD.

Positions of all 8 atoms, in Å:
C: 1.1471 -0.8452 -0.7049
C: -1.0054 0.6846 0.3557
F: -1.7153 1.6140 -0.2408
F: -1.7899 -0.3245 0.7613
Cl: 2.0514 -0.1352 0.5780
H: 0.6910 -1.7121 -0.3657
H: 0.8071 -0.2050 -1.5384
H: -0.1860 0.9235 1.1548

Frontier orbital gap (spin up / spin down)   9.26 / 8.65 eV

---

Energies relative to the most stable structure, in kJ/mol: run a 0.0; run b 365.5.

---

Run a
2 unconnected molecules or ions with the total composition C2H10NOS, computed with wB97M-V/def2-TZVPD.

Positions of all 15 atoms, in Å:
C: -1.2319 -0.2530 0.2347
C: -0.1885 0.7924 0.8577
S: -0.4192 2.3414 -0.0557
N: -0.5672 -1.6160 0.5836
H: -1.0839 -0.1629 -0.8584
H: -2.3442 -0.3737 0.2654
H: 0.9025 0.4602 0.7536
H: -0.5138 0.9471 1.9853
H: -0.0076 2.7882 1.0578
H: -0.9532 -2.0323 1.3710
H: 0.4309 -1.6753 0.6931
H: -0.6725 -2.4180 -0.0003
H: 3.1230 -3.2211 -1.6878
H: 2.4536 -1.8048 -1.2080
O: 2.2332 -2.7367 -1.5151

Frontier orbital gap   9.45 eV
Net charge   +1

---

Run b
2 unconnected molecules or ions with the total composition C2H10NOS, computed with wB97M-V/def2-TZVPD.

Positions of all 15 atoms, in Å:
C: -0.1460 0.4660 0.3256
C: 1.3498 0.5729 0.2358
S: 2.0427 -0.8931 1.0692
N: -0.9328 1.6733 -0.0929
H: -0.4390 0.1831 1.3329
H: -0.4233 -0.3611 -0.2956
H: 1.8166 1.3389 0.8400
H: 1.7033 0.5576 -0.7869
H: 1.5719 -1.9042 0.3206
H: -1.9171 1.5569 0.1445
H: -0.8667 1.8539 -1.0993
H: -0.5914 2.5408 0.3280
H: -0.9673 -2.4958 0.0217
H: -1.4534 -2.7363 -1.4378
O: -0.7474 -2.3528 -0.9059

Frontier orbital gap   9.05 eV
Net charge   +1

---

Run c
2 unconnected molecules or ions with the total composition C2H10NOS, computed with wB97M-V/def2-TZVPD.

Positions of all 15 atoms, in Å:
C: -0.4357 0.3344 -0.8479
C: -0.6467 0.0728 0.6217
S: -1.8120 -1.3066 0.7328
N: 0.6630 1.3469 -1.1217
H: -1.3473 0.7404 -1.3044
H: -0.2268 -0.5326 -1.4697
H: -1.0127 0.9819 1.0963
H: 0.2619 -0.1225 1.1916
H: -2.5319 -0.8884 1.7711
H: 0.8902 1.3338 -2.1182
H: 1.5437 0.9851 -0.7068
H: 0.4131 2.2721 -0.7862
H: 3.7696 1.0222 0.3817
H: 3.5510 -0.2171 -0.5432
O: 3.1132 0.3944 0.0581

Frontier orbital gap   9.24 eV
Net charge   +1

---

Energies relative to the most stable structure, in kJ/mol: run a 193.6; run b 39.5; run c 0.0.

---

Run a
2 unconnected molecules or ions with the total composition C2H10NOS, computed with wB97M-V/def2-TZVPD.

Positions of all 15 atoms, in Å:
C: -0.8697 0.0814 -0.8850
C: -1.5240 0.6361 0.3823
S: -0.4432 0.5833 1.8447
N: 0.2331 -0.9064 -0.5846
H: -0.3703 0.8612 -1.4506
H: -1.6302 -0.3688 -1.5115
H: -2.3821 0.0125 0.5693
H: -1.8012 1.6730 0.2127
H: -1.3120 0.2681 2.8095
H: 0.2832 -1.0813 0.4247
H: 1.1850 -0.5057 -0.8190
H: 0.0065 -1.7810 -1.0449
H: 3.3260 0.4353 -0.5702
H: 2.7571 0.0232 0.7819
O: 2.5419 0.0690 -0.1593

Frontier orbital gap   10.39 eV
Net charge   +1

---

Run b
2 unconnected molecules or ions with the total composition C2H10NOS, computed with wB97M-V/def2-TZVPD.

Positions of all 15 atoms, in Å:
C: -0.5688 -0.5921 0.2416
C: -1.7826 0.3694 0.2262
S: -3.1610 -0.4288 1.1433
N: 0.3261 -0.3427 -0.9566
H: -0.9128 -1.6032 0.0274
H: -0.0368 -0.4556 1.1900
H: -1.9446 0.3940 -0.8515
H: -1.5337 1.2675 0.7755
H: -2.6622 -0.1037 2.3438
H: 0.6149 -1.1031 -1.5788
H: 1.2730 0.0049 -0.7147
H: -0.1142 0.3370 -1.5839
H: 4.1078 0.2407 -0.0277
H: 3.1886 1.4394 -0.3347
O: 3.2063 0.5764 0.1001

Frontier orbital gap   9.38 eV
Net charge   +1

---

Energies relative to the most stable structure, in kJ/mol: run a 0.0; run b 57.1.